DFT (ωB97M-V/def2-TZVPD) results for a cluster of 2 separate species, C8H16N2 in total in a non-equilibrium geometry.

The geometry in XYZ format:
```
26
C8H16N2 | the Open Molecules 2025 dataset | ωB97M-V/def2-TZVPD
C -0.394 0.401 -0.456
C -0.897 1.737 -1.076
C -1.544 -0.289 0.176
C -2.173 -1.457 -0.164
C -3.101 -0.627 1.657
N -2.140 0.195 1.324
N -3.153 -1.663 0.752
H -0.109 -0.143 -1.357
H 0.407 0.634 0.231
H -1.339 2.430 -0.359
H -2.278 -2.026 -1.077
H -3.744 -0.598 2.517
H -3.711 -2.506 0.733
H -1.635 1.556 -1.855
H -0.061 2.285 -1.517
C 4.082 0.853 -0.383
C 3.339 0.029 0.680
C 3.915 0.310 -1.805
H 3.765 1.894 -0.364
H 5.150 0.844 -0.155
H 3.558 -1.031 0.512
H 2.905 -0.004 -2.088
H 4.243 1.067 -2.518
H 4.488 -0.611 -1.931
H 3.862 0.151 1.634
H 2.292 0.281 0.712
```

Summary:
ΔE to the lowest compared entry with this formula, charge and spin: 0.608 eV
E_LUMO: 0.03278 hartree
HOMO-LUMO gap: 9.446 eV
SMILES: CCc1c[nH]cn1.CCC
HOMO: -8.5541 eV

Okay, here come the Löwdin numbers, in e, for every atom: number 1, C, carries -0.19; number 2, C, carries -0.11; number 3, C, carries -0.32; number 4, C, carries -0.08; number 5, C, carries -0.18; number 6, N, carries 0.10; number 7, N, carries 0.03; number 8, H, carries 0.11; number 9, H, carries 0.08; number 10, H, carries 0.07; number 11, H, carries 0.12; number 12, H, carries 0.11; number 13, H, carries 0.15; number 14, H, carries 0.07; number 15, H, carries 0.06; number 16, C, carries -0.32; number 17, C, carries -0.11; number 18, C, carries -0.13; number 19, H, carries 0.09; number 20, H, carries 0.09; number 21, H, carries 0.07; number 22, H, carries 0.06; number 23, H, carries 0.06; number 24, H, carries 0.07; number 25, H, carries 0.07; number 26, H, carries 0.03



DFT (ωB97M-V/def2-TZVPD) results for an isolated molecule of C8H16N2O3 in a non-equilibrium geometry.

The geometry in XYZ format:
```
29
C8H16N2O3 | the Open Molecules 2025 dataset | ωB97M-V/def2-TZVPD
C -1.493 -2.837 -1.037
C -2.342 -1.159 0.488
C -0.080 -2.314 -0.869
C 0.350 0.017 -0.817
C 1.778 1.950 2.179
C 0.559 2.964 0.386
C 1.406 0.664 0.064
C 0.834 1.597 1.053
N -2.312 -2.491 0.140
N 0.003 0.212 -2.104
O 0.670 1.003 -2.778
O -0.980 -0.415 -2.520
O -0.095 -1.128 -0.068
H -1.736 -2.252 -1.936
H -1.550 -3.955 -1.338
H -2.336 -0.800 1.394
H -2.249 -0.560 -0.424
H 0.383 -2.982 -0.188
H 0.367 -2.109 -1.903
H 1.892 1.090 2.815
H 1.197 2.622 2.776
H 2.583 2.458 1.780
H 1.421 3.474 0.461
H -0.217 3.566 0.773
H 0.255 2.688 -0.590
H 1.903 -0.222 0.707
H 2.229 1.050 -0.599
H -0.084 1.053 1.272
H -2.356 -3.183 0.884
```

Summary:
ΔE to the lowest compared entry with this formula, charge and spin: 9.942 eV
E_LUMO (alpha / beta): -0.04637 / -0.04645 hartree
HOMO-LUMO gap (alpha / beta): 5.478 / 5.474 eV
HOMO (alpha / beta): -6.7395 / -6.7378 eV

Okay, here come the Löwdin numbers, in e, for every atom: number 1, C, carries -0.15; number 2, C, carries 0.22; number 3, C, carries -0.17; number 4, C, carries -0.24; number 5, C, carries -0.07; number 6, C, carries -0.04; number 7, C, carries -0.14; number 8, C, carries -0.44; number 9, N, carries 0.03; number 10, N, carries -0.45; number 11, O, carries -0.02; number 12, O, carries -0.07; number 13, O, carries -0.13; number 14, H, carries 0.11; number 15, H, carries 0.16; number 16, H, carries 0.06; number 17, H, carries 0.12; number 18, H, carries 0.11; number 19, H, carries 0.17; number 20, H, carries 0.08; number 21, H, carries 0.07; number 22, H, carries 0.06; number 23, H, carries 0.04; number 24, H, carries 0.07; number 25, H, carries 0.07; number 26, H, carries 0.16; number 27, H, carries 0.14; number 28, H, carries 0.13; number 29, H, carries 0.15



DFT (ωB97M-V/def2-TZVPD) results for an isolated molecule of C8H16N2O3S2 in a non-equilibrium geometry.

The geometry in XYZ format:
```
31
C8H16N2O3S2 | the Open Molecules 2025 dataset | ωB97M-V/def2-TZVPD
C 2.645 0.851 0.111
C 1.164 0.326 -0.009
C 3.549 -0.315 0.622
C -1.277 0.680 -0.018
C -2.114 1.878 -0.494
C -1.691 0.054 1.268
C -3.057 -0.643 0.965
C -1.580 -2.890 -0.084
H 3.813 2.193 1.347
H 2.356 1.406 2.132
H 3.171 1.217 -0.858
H 3.125 -0.837 1.445
H 4.492 0.130 1.034
H 5.439 -0.564 -0.748
H 0.393 2.218 -0.150
H -1.379 -0.139 -0.709
H -1.375 0.811 2.090
H -0.973 -0.773 1.511
H -3.827 0.117 0.706
H -3.288 -1.301 1.836
H -1.548 -3.427 -1.004
H -1.522 -3.625 0.803
H -0.813 -2.040 -0.059
H -1.967 3.511 -1.658
N 2.743 1.900 1.152
N 0.195 1.244 0.105
O 1.157 -0.893 -0.130
O -3.260 2.086 -0.230
O -1.313 2.806 -1.278
S 4.209 -1.316 -0.782
S -3.282 -1.968 -0.316
```

Summary:
ΔE to the lowest compared entry with this formula, charge and spin: 3.088 eV
E_LUMO: 0.01729 hartree
HOMO-LUMO gap: 9.048 eV
SMILES: CSCC[C@H](NC(=O)[C@@H](N)CS)C(=O)O
HOMO: -8.5776 eV

Okay, here come the Löwdin numbers, in e, for every atom: number 1, C, carries -0.40; number 2, C, carries -0.46; number 3, C, carries -0.56; number 4, C, carries -0.21; number 5, C, carries -0.38; number 6, C, carries -0.20; number 7, C, carries -0.49; number 8, C, carries -0.32; number 9, H, carries 0.12; number 10, H, carries 0.15; number 11, H, carries 0.15; number 12, H, carries 0.06; number 13, H, carries 0.06; number 14, H, carries -0.09; number 15, H, carries 0.14; number 16, H, carries 0.11; number 17, H, carries 0.16; number 18, H, carries 0.11; number 19, H, carries 0.06; number 20, H, carries 0.06; number 21, H, carries -0.01; number 22, H, carries 0.07; number 23, H, carries 0.01; number 24, H, carries 0.17; number 25, N, carries -0.05; number 26, N, carries 0.14; number 27, O, carries 0.03; number 28, O, carries 0.13; number 29, O, carries 0.01; number 30, S, carries 0.66; number 31, S, carries 0.75



DFT (ωB97M-V/def2-TZVPD) results for an isolated molecule of C8H16N2O4Si in a non-equilibrium geometry.

The geometry in XYZ format:
```
31
C8H16N2O4Si | the Open Molecules 2025 dataset | ωB97M-V/def2-TZVPD
C -0.910 1.806 -0.306
C -0.285 -1.186 -0.110
C 1.508 0.536 -0.450
C 1.083 -0.673 0.329
C 1.764 0.392 -1.909
C 1.162 -0.586 1.851
C -2.518 0.097 1.718
C -2.948 -0.276 -1.369
N 2.057 1.692 0.129
N 2.121 -1.753 -0.010
O 1.946 1.893 1.331
O 2.609 2.479 -0.631
O 1.722 -2.837 -0.340
O 3.275 -1.434 0.111
Si -1.687 0.134 0.005
H -0.634 2.466 0.500
H -0.862 2.254 -1.283
H -0.226 -1.535 -1.141
H -0.537 -2.064 0.483
H 2.813 0.120 -2.070
H 1.619 1.344 -2.415
H 1.133 -0.366 -2.361
H 2.169 -0.339 2.180
H 0.872 -1.544 2.280
H 0.490 0.182 2.219
H -1.861 0.464 2.500
H -3.407 0.721 1.723
H -2.824 -0.908 1.990
H -3.335 0.625 -1.833
H -2.511 -0.886 -2.153
H -3.796 -0.821 -0.967
```

Summary:
ΔE to the lowest compared entry with this formula, charge and spin: 2.004 eV
E_LUMO (alpha / beta): -0.03657 / -0.06774 hartree
HOMO-LUMO gap (alpha / beta): 8.519 / 7.502 eV
HOMO (alpha / beta): -9.5136 / -9.3458 eV

Okay, here come the Löwdin numbers, in e, for every atom: number 1, C, carries 0.01; number 2, C, carries -0.18; number 3, C, carries -0.14; number 4, C, carries -0.41; number 5, C, carries -0.01; number 6, C, carries -0.01; number 7, C, carries -0.17; number 8, C, carries -0.17; number 9, N, carries -0.36; number 10, N, carries -0.36; number 11, O, carries 0.05; number 12, O, carries 0.07; number 13, O, carries 0.10; number 14, O, carries 0.11; number 15, Si, carries 0.56; number 16, H, carries 0.02; number 17, H, carries 0.02; number 18, H, carries 0.08; number 19, H, carries 0.09; number 20, H, carries 0.11; number 21, H, carries 0.09; number 22, H, carries 0.09; number 23, H, carries 0.09; number 24, H, carries 0.10; number 25, H, carries 0.08; number 26, H, carries 0.02; number 27, H, carries 0.03; number 28, H, carries 0.03; number 29, H, carries 0.02; number 30, H, carries 0.02; number 31, H, carries 0.02



Please write out number 1 again, unchanged.
DFT (ωB97M-V/def2-TZVPD) results for a cluster of 2 separate species, C8H16N2 in total in a non-equilibrium geometry.

The geometry in XYZ format:
```
26
C8H16N2 | the Open Molecules 2025 dataset | ωB97M-V/def2-TZVPD
C -0.394 0.401 -0.456
C -0.897 1.737 -1.076
C -1.544 -0.289 0.176
C -2.173 -1.457 -0.164
C -3.101 -0.627 1.657
N -2.140 0.195 1.324
N -3.153 -1.663 0.752
H -0.109 -0.143 -1.357
H 0.407 0.634 0.231
H -1.339 2.430 -0.359
H -2.278 -2.026 -1.077
H -3.744 -0.598 2.517
H -3.711 -2.506 0.733
H -1.635 1.556 -1.855
H -0.061 2.285 -1.517
C 4.082 0.853 -0.383
C 3.339 0.029 0.680
C 3.915 0.310 -1.805
H 3.765 1.894 -0.364
H 5.150 0.844 -0.155
H 3.558 -1.031 0.512
H 2.905 -0.004 -2.088
H 4.243 1.067 -2.518
H 4.488 -0.611 -1.931
H 3.862 0.151 1.634
H 2.292 0.281 0.712
```

Summary:
ΔE to the lowest compared entry with this formula, charge and spin: 0.608 eV
E_LUMO: 0.03278 hartree
HOMO-LUMO gap: 9.446 eV
SMILES: CCc1c[nH]cn1.CCC
HOMO: -8.5541 eV

Okay, here come the Löwdin numbers, in e, for every atom: number 1, C, carries -0.19; number 2, C, carries -0.11; number 3, C, carries -0.32; number 4, C, carries -0.08; number 5, C, carries -0.18; number 6, N, carries 0.10; number 7, N, carries 0.03; number 8, H, carries 0.11; number 9, H, carries 0.08; number 10, H, carries 0.07; number 11, H, carries 0.12; number 12, H, carries 0.11; number 13, H, carries 0.15; number 14, H, carries 0.07; number 15, H, carries 0.06; number 16, C, carries -0.32; number 17, C, carries -0.11; number 18, C, carries -0.13; number 19, H, carries 0.09; number 20, H, carries 0.09; number 21, H, carries 0.07; number 22, H, carries 0.06; number 23, H, carries 0.06; number 24, H, carries 0.07; number 25, H, carries 0.07; number 26, H, carries 0.03



- Look up the ΔE to the lowest compared entry with this formula, charge and spin of the first one.
  0.608 eV